ORCA calculation (ωB97M-V with the def2-TZVPD basis set) on a 2-piece molecular cluster, C3H6NP overall in a non-equilibrium geometry.

Computed properties:
HOMO-LUMO gap: 7.03 eV
Net charge: 0
Highest occupied orbital energy: -0.27020 hartree
E_tot: -13983.8051 eV
ΔE to the lowest compared entry with this formula, charge and spin: 46.7 kcal/mol

XYZ file:
```
11
Properties=species:S:1:pos:R:3:forces:R:3
C -0.669754 -0.895001 0.793386 -0.6659 0.6983 0.7939
C 1.058164 0.366414 -1.468012 -0.4145 0.7106 -1.0764
C -0.485038 -0.456739 2.030092 0.8620 -0.2467 0.8223
N 0.313453 1.203714 -2.063529 -0.4723 1.0420 0.1557
P -0.592245 2.322529 -2.605764 0.0508 -0.2464 -0.0768
H -0.575550 -0.182661 -0.032423 -0.3408 -0.8573 0.1998
H -1.067830 -1.894822 0.722457 0.1774 -0.1727 -0.7539
H 1.309189 0.554018 -0.458186 0.5385 -0.1612 0.7543
H 1.353538 -0.440173 -2.078921 0.6858 -1.1599 -0.0408
H -0.131238 0.548362 2.248258 -0.1384 -0.0198 -0.1091
H -0.512690 -1.125641 2.912641 -0.2826 0.4133 -0.6690
```
Forces are in eV/Å.



ORCA calculation (ωB97M-V with the def2-TZVPD basis set) on one molecule with the formula C3H6NP in a non-equilibrium geometry.

Computed properties:
HOMO-LUMO gap (alpha / beta): 5.85 / 7.27 eV
Net charge: 0
Highest occupied orbital energy (alpha / beta): -0.18014 / -0.35428 hartree
E_tot: -13980.3426 eV
Spin multiplicity: 3
ΔE to the lowest compared entry with this formula, charge and spin: 59.5 kcal/mol

XYZ file:
```
11
Properties=species:S:1:pos:R:3:forces:R:3
C 1.266009 -0.341838 -0.129283 1.5946 -6.1154 -0.4272
C 0.045328 -1.174880 0.145874 0.1383 -0.1640 1.5250
C -0.532258 1.392167 0.196058 3.0255 -1.6183 2.9729
N 1.204119 0.934501 -0.189244 -4.3671 4.5936 -0.4672
P -1.504378 -0.108114 -0.073073 0.4783 0.0984 -0.8974
H 2.236915 -0.851423 -0.198891 -0.3226 0.3255 0.5048
H -0.160094 -2.148159 -0.309681 0.4997 0.2351 -0.6961
H 0.187179 -1.512095 1.256810 -0.9962 0.7839 -1.2653
H -0.495212 1.554489 1.312370 -0.0338 0.5824 -1.4529
H -0.599536 2.168011 -0.479294 -0.5267 1.9013 -0.7996
H -1.648077 0.087341 -1.531642 0.5101 -0.6225 1.0031
```
Forces are in eV/Å.



ORCA calculation (ωB97M-V with the def2-TZVPD basis set) on an isolated ion of composition C3H6NS and charge +1 in a non-equilibrium geometry.

Computed properties:
HOMO-LUMO gap: 10.28 eV
Net charge: +1
Highest occupied orbital energy: -0.52193 hartree
E_tot: -15523.8215 eV
ΔE to the lowest compared entry with this formula, charge and spin: 17.6 kcal/mol

XYZ file:
```
11
Properties=species:S:1:pos:R:3:forces:R:3
C 0.308516 -1.287002 -0.263070 1.0133 0.6128 -1.3809
S -1.331406 -1.270029 0.550779 0.3758 -0.3472 0.0690
C -0.754742 0.383875 0.778878 1.1076 1.4119 0.2658
C -0.328105 1.037185 -0.466708 0.4871 2.9584 1.2259
N 0.655453 0.239856 0.216967 -0.8784 -3.7150 -1.3851
H 0.351283 -1.555751 -1.393713 -0.3691 1.6005 1.5875
H 1.056681 -1.951585 0.076684 0.4833 -0.6505 1.3654
H -0.764652 1.008229 1.656989 -0.6826 -0.2858 0.3716
H -0.701481 0.662312 -1.360475 -0.3462 -0.4123 -1.6131
H -0.009574 2.097519 -0.412493 -0.8080 -0.6093 -0.2116
H 1.518028 0.635391 0.616162 -0.3828 -0.5635 -0.2946
```
Forces are in eV/Å.



ORCA calculation (ωB97M-V with the def2-TZVPD basis set) on C3H6NS as an isolated structure in a non-equilibrium geometry.

Computed properties:
HOMO-LUMO gap: 9.04 eV
Net charge: +1
Highest occupied orbital energy: -0.48709 hartree
E_tot: -15524.2766 eV
ΔE to the lowest compared entry with this formula, charge and spin: 7.1 kcal/mol

XYZ file:
```
11
Properties=species:S:1:pos:R:3:forces:R:3
C 0.132162 -0.657304 -0.962358 1.1056 -2.1456 1.7521
C 0.344406 0.260319 -1.862437 -1.1142 1.7328 -0.8340
C -0.511781 0.056428 0.192780 -4.3733 0.8139 -0.9207
N 0.127972 0.175546 1.523316 1.6216 -3.2796 -0.7305
S -0.346046 1.629227 -0.913219 -0.3355 -0.6345 0.7007
H 0.473667 -1.671185 -0.973311 -0.2675 -0.6400 -0.0804
H 0.563255 0.249784 -2.939573 0.2883 0.0314 0.8020
H -1.678578 -0.352895 0.524344 3.1715 1.4920 -1.6462
H -0.070081 -0.767993 1.962290 0.2833 1.4000 0.1084
H -0.180818 0.926582 2.119101 -0.1003 0.5245 0.1723
H 1.145841 0.151491 1.329068 -0.2794 0.7051 0.6762
```
Forces are in eV/Å.



ORCA calculation (ωB97M-V with the def2-TZVPD basis set) on one molecule with the formula C3H6O in a non-equilibrium geometry.

Computed properties:
HOMO-LUMO gap: 10.60 eV
Net charge: 0
Highest occupied orbital energy: -0.34817 hartree
E_tot: -5253.0935 eV
ΔE to the lowest compared entry with this formula, charge and spin: 60.0 kcal/mol

XYZ file:
```
10
Properties=species:S:1:pos:R:3:forces:R:3
O 0.127342 1.139911 -1.249774 0.0814 0.1632 -0.2521
C 0.202144 -0.157543 -0.726762 -0.3256 -0.3543 -0.2801
C -0.962626 -0.367761 0.240101 1.3561 0.8947 0.9725
C 0.700396 -0.213068 0.640819 -0.9832 0.1348 0.2856
H 0.169445 1.752196 -0.497292 -0.0616 -0.1931 -0.3704
H 0.518604 -0.856762 -1.488110 -0.0204 -0.0644 -0.0671
H -1.419615 -1.075586 0.918930 0.3948 -1.2053 -1.0237
H -1.723118 0.409045 0.016857 1.1263 0.2863 0.9058
H 1.241476 -1.146572 0.885644 -1.0945 0.3124 0.2020
H 1.196260 0.639194 1.116782 -0.4733 0.0257 -0.3726
```
Forces are in eV/Å.



ORCA calculation (ωB97M-V with the def2-TZVPD basis set) on a 2-piece molecular cluster, C3H6O overall in a non-equilibrium geometry.

Computed properties:
HOMO-LUMO gap: 10.96 eV
Net charge: 0
Highest occupied orbital energy: -0.36835 hartree
E_tot: -5253.6544 eV
ΔE to the lowest compared entry with this formula, charge and spin: 47.0 kcal/mol

XYZ file:
```
10
Properties=species:S:1:pos:R:3:forces:R:3
C 0.189403 2.030959 3.564809 1.1856 -0.1368 -1.0288
C -0.906363 2.569649 3.062003 -1.0695 -0.3744 1.2185
H 0.277322 1.397980 4.437395 -0.6080 -0.1883 -0.0614
H 1.131946 2.102322 3.015600 -0.0524 0.5489 0.3585
H -1.859971 2.272837 3.512441 0.1825 0.4679 -0.0088
H -0.975893 3.340522 2.311383 0.3615 -0.3178 -0.4776
C 0.363249 -2.815940 -3.418969 -0.0349 0.4286 0.1574
O 0.411885 -1.637757 -3.197303 -0.0423 0.0632 0.0108
H 1.228898 -3.318577 -3.878499 -0.1248 -0.3123 -0.0294
H -0.543160 -3.393071 -3.154463 0.2023 -0.1790 -0.1392
```
Forces are in eV/Å.



ORCA calculation (ωB97M-V with the def2-TZVPD basis set) on one molecule with the formula C3H6O.

Computed properties:
HOMO-LUMO gap: 9.15 eV
Net charge: 0
Highest occupied orbital energy: -0.31390 hartree
E_tot: -5251.6348 eV
ΔE to the lowest compared entry with this formula, charge and spin: 93.6 kcal/mol

XYZ file:
```
10
Properties=species:S:1:pos:R:3:forces:R:3
C -1.281516 0.359776 0.056061 0.0024 -0.0889 0.0539
C -0.169957 -0.245116 -0.718809 -0.1027 0.3222 0.1099
C 1.166914 0.115153 -0.178639 0.0655 0.1320 -0.0965
O 1.016524 -1.083993 0.613209 0.0108 -0.2123 0.0035
H -2.087712 -0.359347 0.234868 0.0823 0.1508 -0.0797
H -1.695368 1.102038 -0.646247 0.0265 -0.0394 0.0372
H -1.017458 0.873917 0.993223 0.0255 -0.0653 -0.1464
H 0.777231 -1.779985 -0.030888 0.1919 -0.0840 0.1386
H 2.027832 0.071454 -0.853933 -0.2022 -0.0157 0.0955
H 1.263511 0.946101 0.531154 -0.1000 -0.0994 -0.1162
```
Forces are in eV/Å.



ORCA calculation (ωB97M-V with the def2-TZVPD basis set) on one molecule with the formula C3H6O in a non-equilibrium geometry.

Computed properties:
HOMO-LUMO gap: 10.57 eV
Net charge: 0
Highest occupied orbital energy: -0.35511 hartree
E_tot: -5254.9551 eV
ΔE to the lowest compared entry with this formula, charge and spin: 17.0 kcal/mol

XYZ file:
```
10
Properties=species:S:1:pos:R:3:forces:R:3
C -1.292571 -0.093381 -0.016109 -2.7494 -1.2602 -1.0431
C -0.011643 0.648308 -0.069353 1.2766 -0.7785 0.4526
C 1.282532 -0.206229 -0.007089 1.3180 -0.4017 0.2449
O 0.101550 1.832479 -0.022541 -0.2493 1.4545 -0.1921
H -1.236549 -0.923147 -0.823795 -0.2764 1.0820 1.5687
H -2.326006 0.446921 -0.139437 2.3772 -0.3541 -0.1264
H -1.414707 -0.529557 0.996565 0.4473 -0.2576 -0.5894
H 1.642257 -0.150625 1.138062 -0.7065 -0.3709 -2.6729
H 2.116288 0.262858 -0.683178 -1.6365 -0.6801 1.4454
H 1.138846 -1.287623 -0.373123 0.1991 1.5667 0.9122
```
Forces are in eV/Å.



ORCA calculation (ωB97M-V with the def2-TZVPD basis set) on one molecule with the formula C3H6O in a non-equilibrium geometry.

Computed properties:
HOMO-LUMO gap (alpha / beta): 6.23 / 8.16 eV
Net charge: 0
Highest occupied orbital energy (alpha / beta): -0.18615 / -0.38371 hartree
E_tot: -5248.4283 eV
Spin multiplicity: 3
ΔE to the lowest compared entry with this formula, charge and spin: 64.6 kcal/mol

XYZ file:
```
10
Properties=species:S:1:pos:R:3:forces:R:3
C 0.435027 -1.399414 0.250997 -0.3238 0.9610 -0.7234
C 0.557981 -0.036355 -0.426901 2.3478 7.1843 2.5421
C -0.579610 0.864818 -0.188668 0.9969 -1.1492 3.6315
O 0.186737 -1.543055 -1.098367 -1.2828 -7.6476 -1.0827
H 1.306805 -1.923275 0.707805 -0.7647 0.0345 -0.5685
H -0.459792 -1.272925 0.979081 1.2676 -0.3976 -1.3326
H 1.502625 0.422242 -0.838632 -1.1288 -0.9687 0.5683
H -0.336372 1.535719 0.639128 -0.1085 0.4369 0.2740
H -1.468554 0.361560 0.172668 -0.2905 -0.4376 -0.2206
H -0.837967 1.469966 -0.947476 -0.7131 1.9839 -3.0881
```
Forces are in eV/Å.



ORCA calculation (ωB97M-V with the def2-TZVPD basis set) on one molecule with the formula C3H6O2.

Computed properties:
HOMO-LUMO gap: 8.67 eV
Net charge: 0
Highest occupied orbital energy: -0.31037 hartree
E_tot: -7300.7540 eV
ΔE to the lowest compared entry with this formula, charge and spin: 67.4 kcal/mol

XYZ file:
```
11
Properties=species:S:1:pos:R:3:forces:R:3
C 1.382330 -0.429396 0.019336 0.0246 0.0099 0.0637
C 0.077418 0.240974 -0.156747 -0.0106 -0.0386 -0.1704
O 0.011520 1.223330 -0.986464 -0.2738 -0.2819 -0.0939
C -1.225100 -0.160706 0.395323 0.5741 -0.1346 0.1586
O -2.248875 0.140814 -0.337960 -0.0104 0.5687 -0.0805
H 2.234183 0.240569 0.146508 -0.1617 0.0240 0.0143
H 1.363616 -1.211024 0.782238 -0.0905 0.2681 -0.0188
H 1.498081 -0.926245 -0.954660 0.1407 -0.0273 0.1391
H -0.955625 0.655846 1.225127 0.1101 -0.2768 0.2532
H -0.987788 1.325103 -1.122433 -0.1140 -0.2322 0.0758
H -1.149762 -1.099269 0.989728 -0.1886 0.1208 -0.3412
```
Forces are in eV/Å.



ORCA calculation (ωB97M-V with the def2-TZVPD basis set) on C3H6O2 as an isolated structure.

Computed properties:
HOMO-LUMO gap: 10.31 eV
Net charge: 0
Highest occupied orbital energy: -0.34429 hartree
E_tot: -7300.9560 eV
ΔE to the lowest compared entry with this formula, charge and spin: 62.8 kcal/mol

XYZ file:
```
11
Properties=species:S:1:pos:R:3:forces:R:3
O -0.551939 2.213644 0.340088 -0.0601 -0.0236 -0.1529
C 0.911088 -0.499098 0.384262 0.0741 0.0173 -0.1744
C -0.496334 -1.028011 0.411947 -0.1843 -0.1413 0.3041
O -0.540778 -0.854037 -1.041222 -0.0678 -0.0126 -0.1530
C 0.761956 -0.407503 -0.940514 0.2475 0.0113 0.0162
H -1.338581 1.712623 0.096651 -0.0086 0.1583 -0.0152
H 1.654706 -0.250170 1.121993 -0.0023 -0.1113 -0.1083
H -0.619703 -2.085833 0.653688 0.0234 0.1171 0.0276
H -1.256548 -0.419464 0.908454 0.1106 -0.0927 -0.0752
H 1.319137 -0.116393 -1.824040 -0.0543 -0.0316 0.1285
H 0.156995 1.734243 -0.111306 -0.0783 0.1092 0.2026
```
Forces are in eV/Å.



ORCA calculation (ωB97M-V with the def2-TZVPD basis set) on one molecule with the formula C3H6O2 in a non-equilibrium geometry.

Computed properties:
HOMO-LUMO gap: 10.58 eV
Net charge: 0
Highest occupied orbital energy: -0.35562 hartree
E_tot: -7301.7630 eV
ΔE to the lowest compared entry with this formula, charge and spin: 44.2 kcal/mol

XYZ file:
```
11
Properties=species:S:1:pos:R:3:forces:R:3
C -1.391168 0.468328 -0.098776 -0.2134 0.2275 -0.4697
O -0.682892 -0.381388 0.764699 0.0905 0.1681 0.1032
C 0.444965 -0.843956 0.081898 0.1118 -0.1981 -0.4726
C 1.576834 0.159490 0.022724 0.4128 -0.1130 -0.2282
O 2.731881 -0.153723 -0.133959 -0.5235 0.1930 0.1611
H -0.920663 1.458403 -0.185293 -0.1831 -0.0588 0.1255
H -1.323857 0.014080 -1.120476 -0.8369 0.4720 0.5595
H -2.405779 0.573715 0.296977 0.1499 -0.0206 -0.3518
H 0.119367 -0.952619 -0.998056 0.7811 -0.6711 0.8194
H 0.776993 -1.772059 0.561942 0.0238 0.1288 -0.4299
H 1.258034 1.225856 0.045949 0.1869 -0.1278 0.1833
```
Forces are in eV/Å.